# 1
Molecular formula: C5H7N3OS
Method: DFT, wB97M-V/def2-TZVPD

Each line ends with the Mulliken charge.
Cartesian coordinates (Å):
C  -3.7005  -0.3779  0.0705  -0.7680
S  -1.9392  -0.8895  -0.1719  0.0028
C  -1.2646  0.7037  -0.1727  0.6079
O  -1.8781  1.7067  -0.0826  -0.5062
N  0.1746  0.5626  -0.1485  0.6984
C  1.0802  1.6160  0.0080  -0.0102
N  2.2606  1.1789  -0.0646  -0.5882
C  2.1118  -0.2337  -0.1593  0.2758
C  3.2606  -1.1717  0.0786  -0.8668
N  0.8569  -0.5597  -0.1684  -0.9825
H  -4.0726  -0.1688  -0.9392  0.2799
H  -3.7599  0.5490  0.8458  0.2487
H  -4.3028  -1.2845  0.4129  0.3124
H  0.8604  2.6014  0.1431  0.5024
H  3.7710  -0.9324  0.8820  0.3157
H  2.7047  -2.1864  0.3249  0.2311
H  3.8371  -1.1136  -0.8586  0.2468

LUMO level = 0.0229 Eh
frontier orbital gap = 0.37876 hartree
SMILES = CSC(=O)n1cnc(C)n1
charge = 0
HOMO energy = -9.7 eV
energy above the lowest of the compared OMol25 structures with the same formula, charge and spin = 1.225 eV

# 2
Molecular formula: C4H6O2
Method: DFT, wB97M-V/def2-TZVPD

Each line ends with the Mulliken charge.
Cartesian coordinates (Å):
O  0.5166  2.8539  0.1224  -0.4886
C  -0.3312  2.1195  0.5815  -0.1016
C  -0.4627  0.6819  0.2691  -0.2452
C  0.3446  0.0322  -0.5731  -0.1883
C  0.3187  -1.4690  -0.6728  -0.4185
O  -0.3718  -2.0677  0.4001  -0.5358
H  -1.0580  2.4926  1.3333  0.3037
H  -1.2296  0.1257  0.8025  0.4391
H  1.0888  0.5791  -1.1526  0.3479
H  1.3555  -1.8366  -0.7356  0.2631
H  -0.1892  -1.8012  -1.5855  0.2968
H  0.0184  -1.7105  1.2107  0.3273

LUMO level = 0.0012 Eh
frontier orbital gap = 0.37004 hartree
SMILES = O=C/C=C/CO
charge = 0
HOMO energy = -10.0 eV
energy above the lowest of the compared OMol25 structures with the same formula, charge and spin = 1.560 eV

The highest HOMO energy belongs to which entry?
C5H7N3OS

Copy entry 1 word for word.
Molecular formula: C5H7N3OS
Method: DFT, wB97M-V/def2-TZVPD

Each line ends with the Mulliken charge.
Cartesian coordinates (Å):
C  -3.7005  -0.3779  0.0705  -0.7680
S  -1.9392  -0.8895  -0.1719  0.0028
C  -1.2646  0.7037  -0.1727  0.6079
O  -1.8781  1.7067  -0.0826  -0.5062
N  0.1746  0.5626  -0.1485  0.6984
C  1.0802  1.6160  0.0080  -0.0102
N  2.2606  1.1789  -0.0646  -0.5882
C  2.1118  -0.2337  -0.1593  0.2758
C  3.2606  -1.1717  0.0786  -0.8668
N  0.8569  -0.5597  -0.1684  -0.9825
H  -4.0726  -0.1688  -0.9392  0.2799
H  -3.7599  0.5490  0.8458  0.2487
H  -4.3028  -1.2845  0.4129  0.3124
H  0.8604  2.6014  0.1431  0.5024
H  3.7710  -0.9324  0.8820  0.3157
H  2.7047  -2.1864  0.3249  0.2311
H  3.8371  -1.1136  -0.8586  0.2468

LUMO level = 0.0229 Eh
frontier orbital gap = 0.37876 hartree
SMILES = CSC(=O)n1cnc(C)n1
charge = 0
HOMO energy = -9.7 eV
energy above the lowest of the compared OMol25 structures with the same formula, charge and spin = 1.225 eV

Among the records above, which one has the highest HOMO energy?
C5H7N3OS